# C29H60F2N9O7P2

3 unconnected molecules or ions with the total composition C29H60F2N9O7P2 in a non-equilibrium geometry (ωB97M-V/def2-TZVPD, the Open Molecules 2025 dataset).

**Net charge**: +1
**Calculated total energy**: -82786.51900 eV
**Max |F|**: 7.528 eV Å⁻¹
**Gap between HOMO and LUMO**: 6.0 eV
**Highest occupied orbital energy**: -9.13 eV

Each line ends with the Löwdin charge.
Atoms and positions in Å:
C  -1.069372  -3.009072  8.191291  0.05
C  -2.331811  -2.831700  8.719670  -0.05
C  -2.734497  -1.441745  9.129000  -0.49
O  -2.138057  -0.883411  10.010264  0.15
O  -3.789109  -0.816595  8.507006  -0.03
C  -3.340042  0.103353  7.507381  -0.19
C  -3.378872  1.595527  7.951087  -0.14
C  -4.416223  2.439444  7.165979  -0.19
C  -3.822670  3.325290  6.043246  -0.19
C  -2.782129  2.610283  5.156315  -0.16
C  -3.417856  1.891542  3.929375  -0.06
N  -3.135614  0.436670  3.967772  -0.01
C  -1.898459  -0.121278  4.173002  0.05
C  -1.997924  -1.473472  4.174334  -0.13
N  -0.954537  -2.397759  4.397103  0.17
C  0.287611  -1.738949  4.738096  -0.46
O  0.529427  -1.502228  5.875602  0.22
F  1.140602  -1.360750  3.794330  0.18
C  -0.833437  -3.377861  3.332575  -0.42
O  -1.353485  -4.440384  3.393670  0.23
F  -0.079735  -3.078985  2.267783  0.15
N  -3.332489  -1.710160  3.953904  -0.01
O  -3.926520  -2.927678  3.875152  0.00
C  -4.595220  -3.191387  5.165850  -0.11
C  -6.128339  -3.024101  5.102156  -0.20
C  -6.668533  -1.881767  6.010791  -0.10
C  -3.982499  -0.565970  3.832210  0.02
H  -1.016929  -3.351436  7.151820  0.05
H  -0.155428  -2.880076  8.777996  0.09
H  -2.953108  -3.727900  8.853328  0.12
H  -2.313442  -0.160113  7.195054  0.12
H  -3.982603  -0.031726  6.618092  0.10
H  -3.667523  1.603563  9.010435  0.13
H  -2.353699  1.982074  7.860905  0.12
H  -4.880230  3.122407  7.892743  0.12
H  -5.205763  1.763729  6.798673  0.11
H  -3.301407  4.165813  6.523916  0.12
H  -4.651826  3.724597  5.440018  0.12
H  -2.140032  3.396792  4.728569  0.12
H  -2.098885  1.947910  5.703069  0.10
H  -3.047992  2.286607  2.977092  0.14
H  -4.511291  1.988735  3.970171  0.13
H  -1.004130  0.475855  4.314655  0.16
H  -4.367662  -4.223570  5.453415  0.14
H  -4.175818  -2.520448  5.929376  0.11
H  -6.486632  -2.837071  4.078625  0.12
H  -6.602809  -3.949709  5.449616  0.11
H  -7.695460  -2.137666  6.309155  0.08
H  -6.112334  -1.793789  6.957742  0.07
H  -6.721163  -0.908723  5.498857  0.06
H  -5.049105  -0.442326  3.681369  0.18
O  1.592955  0.371534  -2.296327  -0.31
P  2.185597  -0.991336  -2.609585  0.73
N  1.481375  -1.842558  -1.267687  -0.35
C  2.055914  -1.815682  0.060272  -0.13
C  0.029502  -1.747610  -1.206551  -0.15
N  3.814575  -0.530710  -2.315732  -0.32
C  4.753047  -1.193465  -1.431170  -0.14
C  4.143496  0.886484  -2.413612  -0.13
N  2.837220  -2.507388  -3.239443  -0.27
C  3.378581  -2.329656  -4.610750  -0.13
C  1.952878  -3.685962  -3.296517  -0.13
H  2.994134  -2.369096  0.090715  0.07
H  1.416325  -2.331423  0.777710  0.05
H  2.219563  -0.791083  0.423669  0.09
H  -0.406600  -1.949661  -2.189693  0.07
H  -0.309972  -0.754490  -0.883317  0.07
H  -0.380041  -2.496870  -0.523753  0.07
H  4.652026  -0.846036  -0.396981  0.08
H  5.780785  -0.989079  -1.747045  0.08
H  4.652520  -2.277261  -1.455399  0.07
H  3.864429  1.432789  -1.504618  0.09
H  3.637521  1.343834  -3.259989  0.04
H  5.214635  1.022645  -2.582576  0.08
H  2.584009  -2.110912  -5.330858  0.08
H  3.904837  -3.228314  -4.932945  0.09
H  4.097806  -1.513426  -4.645329  0.06
H  1.012021  -3.472221  -3.810546  0.08
H  1.734489  -4.065148  -2.301954  0.07
H  2.449182  -4.503723  -3.821984  0.08
O  3.733500  4.745578  -8.248936  -0.30
P  3.324979  3.369378  -7.766577  0.72
N  4.326328  2.435386  -8.829277  -0.35
C  3.932147  2.105895  -10.184889  -0.13
C  5.740357  2.790786  -8.770078  -0.15
N  1.689776  3.454610  -8.282057  -0.33
C  0.990043  2.477660  -9.091620  -0.15
C  1.119098  4.779499  -8.496302  -0.14
N  2.882931  1.916837  -6.868104  -0.27
C  2.160565  2.263114  -5.617949  -0.13
C  3.948162  0.977362  -6.484038  -0.13
H  3.110473  1.389492  -10.188632  0.06
H  4.742092  1.597647  -10.711287  0.08
H  3.650133  2.992885  -10.766971  0.09
H  6.071165  2.859995  -7.728644  0.07
H  5.949094  3.750713  -9.255645  0.08
H  6.353973  2.020249  -9.242079  0.08
H  1.153724  2.643210  -10.161971  0.08
H  -0.088477  2.538253  -8.911098  0.08
H  1.269265  1.455181  -8.841889  0.07
H  1.408668  5.195064  -9.468348  0.08
H  1.437405  5.469027  -7.717871  0.07
H  0.027634  4.740897  -8.449024  0.08
H  2.817254  2.779610  -4.911105  0.08
H  1.763998  1.368374  -5.135193  0.07
H  1.309656  2.912871  -5.817247  0.08
H  4.770429  1.473855  -5.960466  0.09
H  4.345633  0.453787  -7.349859  0.08
H  3.546045  0.202784  -5.828220  0.04

Forces on the atoms, in the same order (eV/Å):
C -0.61 -0.02 0.20
C -0.10 0.10 -0.74
C 1.11 -0.69 3.28
O 0.03 0.57 -0.47
O 0.24 -0.87 -0.78
C 0.33 0.66 -0.53
C -0.33 -0.60 -0.06
C 0.32 0.23 0.37
C 0.27 -0.68 0.59
C -0.12 0.88 -1.12
C -0.13 -0.16 0.70
N 0.54 -0.50 0.03
C 1.00 0.77 0.04
C 0.16 1.05 0.10
N 0.78 0.04 -2.20
C 0.56 0.75 2.39
O -0.26 -0.12 -0.70
F -0.93 -0.63 -0.45
C -0.62 -2.36 -0.36
O 0.16 0.99 0.18
F -0.28 0.76 0.93
N 0.12 -1.03 -0.15
O -0.05 0.16 0.67
C -0.80 -0.46 0.46
C -0.24 0.66 0.41
C -0.28 -0.39 0.08
C -1.15 0.90 -0.21
H 0.36 -1.80 0.88
H -0.06 1.86 -0.81
H -1.00 0.78 -1.70
H -0.26 -0.06 0.18
H 0.01 -0.08 0.36
H 0.32 -0.04 -0.25
H -0.38 0.19 0.22
H -0.13 -0.22 -0.36
H 0.14 0.26 0.00
H -0.27 -0.15 -0.16
H 0.40 0.06 0.05
H -0.07 -0.28 0.19
H -0.39 0.12 0.03
H -0.10 -0.18 0.22
H 0.30 -0.04 -0.18
H -0.28 -0.05 -0.09
H 0.31 0.25 -0.39
H 0.08 -0.21 -0.27
H 0.31 -0.31 0.17
H 0.24 0.10 -0.26
H 0.23 0.23 -0.19
H 0.01 0.07 -0.39
H 0.19 -0.22 0.22
H 0.24 -0.32 -0.05
O -1.56 -0.46 -3.37
P 3.84 -0.03 6.47
N -0.88 -1.07 0.10
C 0.57 0.17 -0.12
C 0.04 0.22 -0.29
N 0.26 0.39 -0.31
C 0.29 -0.52 -0.35
C -0.27 0.19 0.05
N -2.09 0.75 -2.52
C 0.47 0.14 -0.11
C -0.21 -0.37 0.33
H 0.12 0.21 -0.04
H -0.19 0.11 -0.29
H 0.08 -0.01 0.12
H -0.04 0.11 0.02
H -0.08 0.02 -0.05
H 0.15 -0.07 0.00
H 0.01 0.03 0.02
H -0.05 0.11 -0.03
H -0.23 0.02 0.02
H 0.02 0.10 -0.04
H -0.10 0.03 0.13
H 0.03 -0.24 0.09
H 0.04 -0.20 -0.09
H -0.11 -0.07 0.11
H -0.06 0.02 0.22
H 0.01 -0.15 -0.06
H -0.06 0.30 0.08
H 0.12 0.24 -0.18
O 0.91 0.27 3.48
P -2.50 -1.84 -6.47
N 0.84 -0.86 0.28
C -0.57 0.07 0.01
C -0.07 0.30 0.25
N -0.32 0.36 0.20
C -0.20 -0.47 0.38
C 0.27 0.24 -0.06
N 1.36 1.62 2.33
C -0.44 0.09 0.02
C 0.32 -0.30 -0.25
H -0.14 0.16 -0.02
H 0.19 0.16 0.18
H -0.03 -0.06 -0.12
H 0.01 0.10 -0.03
H 0.07 0.02 0.05
H -0.15 -0.08 -0.03
H -0.01 0.00 -0.03
H 0.03 0.12 0.01
H 0.23 0.06 0.00
H -0.04 0.10 0.03
H 0.12 0.03 -0.13
H 0.02 -0.26 -0.05
H -0.04 -0.16 0.15
H 0.14 -0.06 -0.05
H 0.10 0.03 -0.22
H 0.03 -0.14 0.09
H 0.03 0.29 -0.14
H -0.20 0.28 0.11